Computed, not measured: a cluster of 7 separate species, C15H44N6O7 in total, with the ωB97M-V functional and the def2-TZVPD basis.

CARTESIAN COORDINATES (ANGSTROEM)
C1 -0.584 0.354 1.104
O1 -1.701 0.968 1.262
N1 0.552 0.969 1.077
N2 -0.446 -0.873 0.839
H1 0.546 1.932 1.309
H2 1.423 0.437 1.149
H3 -1.268 -1.500 0.601
H4 0.542 -1.100 0.598
C2 -3.985 1.671 -1.381
O2 -5.054 1.576 -2.252
N3 -3.623 0.675 -0.606
N4 -3.316 2.743 -1.145
H5 -4.151 -0.194 -0.699
H6 -2.975 0.855 0.210
H7 -3.436 3.528 -1.776
H8 -2.602 2.851 -0.389
C3 1.535 -4.849 0.808
O3 1.519 -5.416 2.065
N5 2.654 -4.983 0.161
N6 0.648 -4.130 0.209
H9 3.423 -5.592 0.525
H10 2.795 -4.620 -0.809
H11 -0.234 -3.897 0.696
H12 0.685 -3.771 -0.786
C4 -0.878 4.316 0.641
C5 0.619 4.418 0.833
C6 0.935 5.715 1.637
O4 1.229 3.566 1.490
H13 -1.207 5.020 -0.059
H14 -1.462 4.509 1.527
H15 -1.200 3.316 0.246
H16 1.065 4.608 -0.114
H17 0.379 6.610 1.304
H18 1.958 6.005 1.768
H19 0.602 5.558 2.670
H20 2.151 3.745 1.289
C7 -0.254 2.310 -2.395
C8 0.930 1.427 -2.301
C9 2.084 2.226 -1.639
O5 0.785 0.373 -1.631
H21 -0.669 2.171 -3.447
H22 -0.114 3.295 -2.087
H23 -1.058 1.981 -1.762
H24 1.188 1.022 -3.271
H25 1.911 2.382 -0.603
H26 2.370 3.107 -2.201
H27 2.944 1.625 -1.789
H28 0.660 0.595 -0.703
C10 -2.932 -4.877 -0.653
C11 -2.807 -3.368 -0.809
C12 -3.243 -2.738 0.539
O6 -1.689 -2.995 -1.187
H29 -3.835 -5.092 -0.063
H30 -2.127 -5.384 -0.106
H31 -2.928 -5.325 -1.685
H32 -3.501 -2.977 -1.594
H33 -3.296 -1.621 0.436
H34 -2.596 -2.980 1.393
H35 -4.303 -3.051 0.724
H36 -1.797 -2.154 -1.623
C13 3.656 -0.087 0.485
C14 3.168 -1.487 0.669
C15 2.760 -1.818 2.081
O7 2.155 -1.726 -0.075
H37 3.041 0.761 0.630
H38 4.249 0.043 -0.374
H39 4.380 0.104 1.290
H40 3.909 -2.269 0.381
H41 1.778 -1.427 2.352
H42 3.462 -1.538 2.864
H43 2.614 -2.857 2.275
H44 1.969 -2.671 -0.125

Force components x, y, z for each atom (eV/Å):
-5.498 3.151 0.735
2.122 -0.776 0.107
3.225 1.668 0.511
-0.600 -6.248 -1.290
0.481 0.828 0.419
-0.675 0.622 0.208
1.828 1.297 0.537
-1.440 -1.011 -0.196
-6.855 -2.228 -4.009
5.291 0.590 3.564
0.336 -2.487 1.319
2.323 4.651 0.315
0.220 0.827 0.212
-0.655 -0.751 -0.947
-0.103 -0.285 0.376
-1.368 -0.543 -1.257
1.358 -4.211 7.876
-1.010 3.001 -5.750
4.611 -0.760 -2.970
-4.349 2.627 -1.667
-1.499 0.966 -0.305
-0.261 -0.667 1.358
1.001 -0.396 -0.543
-0.164 -1.086 1.736
-0.163 -2.355 0.441
-4.060 9.472 -3.075
-2.224 1.655 0.309
4.650 -8.321 4.305
-0.218 1.218 -1.215
0.033 -0.135 0.613
0.772 0.765 0.591
0.199 -0.165 -1.548
0.292 -0.239 -0.111
0.912 -0.209 -0.578
-0.202 -0.212 -0.115
0.473 -0.641 0.666
-2.379 -1.399 -2.331
2.516 5.726 -2.654
0.537 -0.113 -2.566
-1.648 -7.312 4.299
0.222 0.938 1.247
0.523 1.953 -0.143
-0.306 -0.641 0.370
0.546 0.865 -0.848
-0.289 0.366 0.774
-0.431 0.705 0.227
1.025 -0.848 0.428
-0.077 -0.073 0.063
-0.203 -0.734 -1.101
-8.949 -2.328 3.276
-1.473 1.005 -0.420
9.690 2.684 -2.784
0.094 -0.186 -0.706
0.207 0.569 -0.022
-0.339 0.089 1.077
-0.837 -0.858 0.712
0.225 -0.878 0.254
-0.164 -0.200 -0.190
0.972 0.218 0.241
0.696 0.554 -0.298
2.312 -0.149 1.894
4.318 -0.632 3.604
0.166 0.416 1.857
-5.903 -0.852 -5.171
-1.264 0.425 -0.329
0.298 0.155 -1.504
0.135 -0.290 0.000
0.794 1.022 0.382
0.032 0.558 -0.100
0.180 0.382 -0.062
0.038 -1.129 -0.421
-0.048 0.384 0.322

Output
SMILES: NC(N)=O.NC(N)=O.NC(N)=O.CC(C)O.CC(C)O.CC(C)O.CC(C)O
orbital gap: 8.61 eV
E: -1452.965800 Ha
energy relative to the best compared isomer or geometry (same formula, charge and spin): 188.2 kcal per mole

Results of the Mulliken charge analysis, in e, for atoms 1 through 5: C 0.771; O -0.906; N -0.154; N 0.442; H 0.146